1.
Formula: H26O13
Source: the Open Molecules 2025 dataset
Level of theory: wB97M-V/def2-TZVPD

The calculation puts the total energy at -27037.3001 eV. The calculation puts the max |F| at 3.81 eV Å⁻¹. The total charge is 0. The energy relative to the best compared isomer or geometry (same formula, charge and spin) is 4.647 eV.

Geometry (Å):
H (1.341, -0.468, 1.415)
H (0.635, 0.563, 0.550)
H (-0.736, -2.951, 0.833)
H (-0.023, -4.089, 1.545)
H (-2.928, -1.613, 1.781)
H (-2.929, -2.844, 2.673)
H (-2.665, 2.345, -0.927)
H (-3.755, 1.350, -1.291)
H (0.564, 0.297, -2.498)
H (0.100, -0.021, -3.910)
H (-1.682, 0.579, 0.561)
H (-1.885, 2.056, 0.857)
H (3.008, 1.295, 2.353)
H (2.918, 1.331, 3.870)
H (2.983, -1.364, -0.017)
H (1.860, -1.764, -0.959)
H (3.377, 0.852, -3.087)
H (2.910, 2.282, -3.305)
H (-1.041, 2.887, 2.989)
H (-1.648, 1.499, 3.108)
H (1.275, 2.277, 0.562)
H (1.959, 3.614, 0.791)
H (-2.347, -0.769, -2.227)
H (-0.923, -0.448, -1.801)
H (0.200, -2.903, -2.712)
H (-0.145, -2.736, -1.241)
O (0.493, -0.279, 0.997)
O (-0.349, -3.820, 0.679)
O (-3.275, -1.946, 2.616)
O (-2.845, 1.399, -0.976)
O (0.334, -0.440, -3.074)
O (-1.220, 1.425, 0.558)
O (2.605, 0.841, 3.102)
O (2.798, -1.544, -0.945)
O (2.591, 1.373, -3.288)
O (-1.417, 2.275, 3.631)
O (1.403, 3.143, 0.160)
O (-1.840, -0.355, -1.519)
O (0.299, -3.332, -1.855)



2.
Formula: C20H20AsB2F4InN6OS4
Source: the Open Molecules 2025 dataset
Level of theory: wB97M-V/def2-TZVPD

The calculation puts the total energy at -153641.2654 eV. The calculation puts the max |F| at 3.11 eV Å⁻¹. The total charge is -2. The energy relative to the best compared isomer or geometry (same formula, charge and spin) is 0.000 eV.

Geometry (Å):
In (0.962, -0.821, -1.209)
S (3.267, 2.831, -2.535)
As (3.065, 1.415, -0.994)
S (3.279, -0.732, -1.907)
S (0.844, 1.327, -0.232)
S (4.322, 1.550, 0.702)
B (0.909, -4.237, -1.012)
N (1.154, -3.689, 0.420)
C (1.549, -4.307, 1.540)
C (2.031, -3.375, 2.466)
C (1.755, -2.158, 1.854)
N (1.282, -2.343, 0.626)
N (-0.479, -3.606, -1.447)
C (-1.536, -4.323, -1.832)
C (-2.557, -3.468, -2.159)
C (-2.032, -2.218, -1.973)
N (-0.779, -2.304, -1.541)
H (1.781, -3.889, -1.689)
H (0.766, -5.418, -0.899)
H (1.529, -5.383, 1.697)
H (2.416, -3.463, 3.472)
H (2.039, -1.152, 2.169)
H (-1.519, -5.402, -1.821)
H (-3.521, -3.669, -2.489)
H (-2.682, -1.312, -2.062)
F (-4.631, 2.099, -1.587)
B (-4.552, 1.591, -2.918)
F (-3.623, 2.315, -3.731)
F (-4.059, 0.264, -2.908)
F (-5.806, 1.699, -3.509)
C (-0.524, 0.442, 3.875)
C (-0.244, 1.002, 5.202)
O (-0.576, 0.439, 6.219)
C (0.382, 2.342, 5.326)
C (0.703, 2.866, 6.580)
C (1.352, 4.059, 6.748)
C (1.596, 4.957, 5.615)
C (1.159, 4.454, 4.393)
C (0.665, 3.150, 4.248)
H (-1.069, -0.529, 3.970)
H (0.375, 0.442, 3.273)
H (-1.060, 1.120, 3.275)
H (0.650, 2.181, 7.471)
H (1.575, 4.370, 7.740)
H (1.995, 5.968, 5.694)
H (1.377, 5.078, 3.571)
H (0.464, 2.798, 3.242)
N (-1.386, 1.444, -8.222)
C (-1.036, 1.235, -7.159)
C (-0.582, 0.837, -5.826)
C (-1.357, 1.061, -4.705)
C (-0.906, 0.585, -3.514)
N (0.196, -0.101, -3.344)
C (0.988, -0.279, -4.422)
C (0.651, 0.247, -5.665)
H (-2.269, 1.576, -4.726)
H (-1.598, 0.787, -2.678)
H (1.977, -0.588, -4.210)
H (1.325, 0.236, -6.462)



3.
Formula: C5H13N2
Source: the Open Molecules 2025 dataset
Level of theory: wB97M-V/def2-TZVPD

The calculation puts the total energy at -8362.5897 eV. The calculation puts the max |F| at 5.63 eV Å⁻¹. The total charge is +1. The energy relative to the best compared isomer or geometry (same formula, charge and spin) is 8.221 eV.

Geometry (Å):
C (0.215, -0.243, 2.407)
C (-0.688, -0.132, 1.159)
C (0.086, -0.814, -0.112)
C (-0.035, -0.344, -1.464)
C (1.096, 0.327, -2.188)
N (1.427, 1.663, -1.766)
N (-2.214, -0.513, 1.807)
H (0.227, -1.305, 2.656)
H (-0.321, 0.226, 3.231)
H (1.165, 0.264, 2.259)
H (-0.643, 0.949, 0.944)
H (-0.167, -1.880, 0.035)
H (1.116, -0.719, 0.234)
H (-0.863, -0.678, -2.075)
H (0.775, 0.425, -3.216)
H (1.402, 2.019, -0.826)
H (1.192, 2.449, -2.355)
H (-1.911, -0.327, 0.721)
H (2.019, -0.272, -2.155)
H (-2.184, -1.526, 1.608)



4.
Formula: C3H4ClNS
Source: the Open Molecules 2025 dataset
Level of theory: wB97M-V/def2-TZVPD

The calculation puts the total energy at -28019.6427 eV. The calculation puts the max |F| at 5.25 eV Å⁻¹. The total charge is 0. The energy relative to the best compared isomer or geometry (same formula, charge and spin) is 3.460 eV.

Geometry (Å):
C (-0.724, 0.703, 0.433)
C (-0.985, -0.766, 0.306)
C (1.273, 0.225, -0.227)
N (0.433, 1.181, 0.191)
S (0.605, -1.530, 0.016)
Cl (2.986, 0.399, -0.004)
H (-1.426, 1.260, 0.834)
H (-1.552, -1.354, 1.030)
H (-1.602, -0.787, -0.583)
H (0.992, 0.670, -1.997)